{"formula": "C2H5NS2", "method": "ωB97M-V with the def2-TZVPD basis set", "elements": ["C", "C", "H", "H", "H", "H", "H", "N", "S", "S"], "positions_angstrom": [[-0.049, -0.468, -1.357], [-0.791, 0.315, -0.164], [-0.839, 0.249, -2.427], [-0.148, -1.807, -1.088], [1.193, -0.156, -1.108], [-0.613, 0.693, 1.738], [1.982, -0.317, 2.101], [-0.003, 0.234, 1.198], [-2.480, 0.537, -0.153], [1.750, 0.721, 1.260]], "lumo_energy_ev": -0.6, "total_charge": 0, "gap_ev": 8.37}

{"formula": "C49H38CsN8", "method": "ωB97M-V with the def2-TZVPD basis set", "elements": ["Cs", "C", "C", "C", "C", "C", "C", "C", "C", "C", "C", "C", "N", "C", "C", "C", "C", "C", "C", "C", "C", "C", "C", "C", "C", "C", "N", "C", "C", "C", "C", "C", "C", "C", "C", "C", "C", "C", "C", "N", "C", "C", "N", "C", "C", "C", "C", "C", "C", "H", "H", "H", "H", "H", "H", "H", "H", "H", "H", "H", "H", "H", "H", "H", "H", "H", "H", "H", "H", "H", "H", "H", "H", "H", "H", "H", "H", "C", "C", "C", "C", "N", "C", "N", "N", "N", "H", "H", "H", "H", "H", "H", "H", "H", "H", "H"], "positions_angstrom": [[0.094, -1.129, -0.408], [-1.880, -6.561, -3.507], [-2.962, -5.864, -2.984], [-2.807, -5.078, -1.854], [-1.566, -4.962, -1.220], [-0.483, -5.655, -1.768], [-0.640, -6.451, -2.892], [-1.428, -4.117, -0.025], [-2.233, -2.988, 0.195], [-2.327, -2.365, 1.510], [-2.758, -1.113, 1.314], [-2.910, -0.948, -0.130], [-2.728, -2.133, -0.773], [-2.922, 0.356, -0.711], [-2.152, 1.356, -0.042], [-2.221, 2.819, -0.101], [-1.245, 3.285, 0.718], [-0.535, 2.113, 1.253], [0.605, 2.077, 2.065], [1.130, 3.406, 2.499], [1.075, 3.776, 3.847], [1.529, 5.015, 4.267], [2.051, 5.919, 3.347], [2.112, 5.566, 2.009], [1.657, 4.320, 1.594], [1.304, 0.916, 2.554], [1.006, -0.374, 2.292], [1.933, -1.158, 2.913], [2.045, -2.581, 2.893], [3.169, -3.158, 3.697], [3.130, -3.118, 5.090], [4.153, -3.671, 5.845], [5.236, -4.275, 5.218], [5.284, -4.321, 3.832], [4.256, -3.767, 3.079], [1.258, -3.533, 2.220], [1.410, -4.985, 2.171], [0.454, -5.457, 1.321], [-0.315, -4.300, 0.885], [0.201, -3.207, 1.451], [2.881, -0.305, 3.610], [2.495, 0.978, 3.382], [-1.159, 1.008, 0.790], [-3.524, 0.613, -2.027], [-3.012, 1.572, -2.909], [-3.604, 1.800, -4.142], [-4.710, 1.062, -4.538], [-5.213, 0.085, -3.685], [-4.629, -0.135, -2.450], [-2.002, -7.177, -4.390], [-3.933, -5.932, -3.459], [-3.650, -4.531, -1.454], [0.495, -5.554, -1.315], [0.216, -6.975, -3.300], [-2.053, -2.832, 2.441], [-2.898, -0.336, 2.045], [-2.950, 3.402, -0.645], [-1.029, 4.318, 0.949], [0.663, 3.073, 4.559], [1.472, 5.280, 5.316], [2.406, 6.888, 3.676], [2.521, 6.261, 1.285], [1.716, 4.049, 0.546], [2.285, -2.647, 5.576], [4.104, -3.634, 6.926], [6.036, -4.708, 5.806], [6.124, -4.788, 3.334], [4.296, -3.806, 1.998], [2.140, -5.574, 2.707], [0.267, -6.489, 1.064], [3.737, -0.631, 4.180], [2.989, 1.870, 3.735], [-2.117, 2.118, -2.632], [-3.185, 2.540, -4.814], [-5.163, 1.232, -5.506], [-6.066, -0.510, -3.989], [-5.018, -0.901, -1.792], [-0.709, 4.961, -4.512], [0.390, 5.209, -3.482], [-0.166, 5.146, -2.066], [1.571, 4.250, -3.666], [1.186, 2.844, -3.642], [1.084, 1.968, -2.637], [0.735, 0.803, -3.125], [0.619, 0.986, -4.461], [0.894, 2.197, -4.780], [-1.491, 5.714, -4.410], [-1.166, 3.982, -4.362], [-0.324, 4.997, -5.533], [0.810, 6.207, -3.654], [-0.572, 4.157, -1.847], [-0.981, 5.861, -1.940], [0.596, 5.369, -1.315], [2.312, 4.407, -2.882], [2.048, 4.410, -4.631], [1.257, 2.194, -1.596]], "lumo_energy_ev": [1.8, 1.8], "total_charge": -1, "gap_ev": [5.06, 5.01]}

{"formula": "C6H17NO", "method": "ωB97M-V with the def2-TZVPD basis set", "elements": ["C", "C", "C", "C", "H", "H", "H", "H", "H", "H", "H", "H", "C", "N", "H", "H", "H", "H", "H", "C", "O", "H", "H", "H", "H"], "positions_angstrom": [[0.062, 1.046, 1.778], [0.547, 1.630, 0.694], [-0.332, 2.275, -0.332], [2.012, 1.690, 0.398], [-0.997, 1.009, 1.982], [0.708, 0.616, 2.527], [-1.381, 2.076, -0.140], [-0.178, 3.356, -0.331], [-0.072, 1.910, -1.318], [2.600, 1.341, 1.244], [2.310, 2.711, 0.148], [2.220, 1.050, -0.462], [-1.650, -2.412, 0.702], [-0.244, -2.063, 0.831], [-1.745, -3.230, -0.012], [-2.125, -2.718, 1.643], [-2.186, -1.548, 0.312], [-0.133, -1.276, 1.464], [0.284, -2.846, 1.204], [-0.088, -0.694, -2.379], [0.866, -0.650, -1.356], [0.281, -0.072, -3.195], [-0.234, -1.715, -2.757], [-1.060, -0.306, -2.048], [0.535, -1.178, -0.599]], "lumo_energy_ev": 0.9, "smiles": "C=C(C)C.CN.CO", "total_charge": 0, "gap_ev": 10.08}

{"formula": "C4H13N2Si", "method": "ωB97M-V with the def2-TZVPD basis set", "elements": ["C", "C", "C", "C", "N", "N", "Si", "H", "H", "H", "H", "H", "H", "H", "H", "H", "H", "H", "H", "H"], "positions_angstrom": [[1.626, -0.145, 0.504], [-0.642, -0.585, -1.585], [-2.609, 1.135, 0.222], [0.481, 0.507, 1.129], [1.713, -1.443, 0.596], [2.440, 0.504, -0.346], [-1.209, -0.143, 0.173], [-0.199, 0.225, -2.172], [0.074, -1.446, -1.526], [-1.483, -0.785, -2.223], [-3.181, 0.723, -0.648], [-3.283, 0.849, 1.061], [-2.425, 2.217, 0.170], [0.542, 0.250, 2.271], [0.501, 1.692, 1.046], [1.028, -1.816, 1.227], [2.525, -1.997, 0.333], [2.526, 1.545, -0.460], [3.314, 0.087, -0.652], [-1.738, -1.374, 0.880]], "multiplicity": 3, "lumo_energy_ev": [-3.4, -8.9], "total_charge": 1, "gap_ev": [6.68, 5.16]}

{"formula": "C4H5AlO2", "method": "ωB97M-V with the def2-TZVPD basis set", "elements": ["O", "C", "C", "C", "C", "O", "Al", "H", "H", "H", "H", "H"], "positions_angstrom": [[1.567, 2.236, 0.326], [1.265, 1.055, 0.819], [-0.137, 0.907, 0.654], [-0.693, -0.382, 0.178], [-0.310, -0.997, -0.958], [-0.768, -2.147, -1.425], [-1.534, -3.224, -0.866], [1.918, 0.239, 0.473], [-0.687, 1.343, 1.501], [-1.430, -0.881, 0.818], [0.483, -0.541, -1.572], [0.324, 2.392, 0.053]], "lumo_energy_ev": [-12.1, -11.4], "total_charge": 2, "gap_ev": [6.45, 7.92]}

{"formula": "C3H3I4N2", "method": "ωB97M-V with the def2-TZVPD basis set", "elements": ["C", "C", "C", "N", "N", "I", "I", "I", "I", "H", "H", "H"], "positions_angstrom": [[1.492, -0.031, -0.067], [-0.778, -0.567, -0.533], [-0.658, 0.446, 0.634], [0.766, -0.617, -1.008], [0.778, 0.412, 0.972], [-2.106, -0.173, -2.188], [-1.081, -2.664, 0.183], [-2.067, 0.036, 2.319], [-1.093, 2.554, -0.086], [2.626, 0.145, 0.037], [1.117, -0.630, -1.946], [1.003, 1.088, 1.683]], "lumo_energy_ev": -4.8, "total_charge": 1, "gap_ev": 7.75}

Going through the records in order, we get energy above the lowest of the compared OMol25 structures with the same formula, charge and spin values of 126.52; 26.29; 26.91; 7.50; 41.44; 48.99 kcal/mol.